Entry 1:
{"formula": "C42H57AsCl2NO4SSiY", "method": "ωB97M-V/def2-TZVPD", "homo_lumo_gap_ha": 0.2932, "total_energy_ha": -5872.8677, "lumo_ev": 0.430, "max_force_ev_per_a": 1.223, "relative_energy_kcal_mol": 13.47, "homo_energy_ev": -7.5, "species": ["Y", "Cl", "C", "C", "C", "C", "C", "Cl", "C", "S", "H", "H", "H", "C", "C", "C", "C", "C", "C", "As", "N", "C", "C", "C", "C", "C", "C", "C", "C", "C", "C", "C", "C", "C", "C", "C", "C", "C", "C", "H", "H", "H", "H", "H", "H", "H", "H", "H", "H", "H", "H", "H", "H", "H", "H", "H", "H", "H", "H", "H", "H", "H", "H", "H", "H", "H", "C", "C", "C", "C", "O", "Si", "O", "O", "C", "C", "C", "C", "O", "C", "C", "C", "C", "H", "H", "H", "H", "H", "H", "H", "H", "H", "H", "H", "H", "H", "H", "H", "H", "H", "H", "H", "H", "H", "H", "H", "H", "H", "H", "H"], "coordinates": [[0.409, 0.571, 0.641], [2.857, -0.653, 0.023], [3.914, -0.142, 1.336], [5.263, -0.114, 1.039], [6.158, 0.268, 2.023], [5.682, 0.613, 3.277], [4.323, 0.576, 3.540], [3.805, 1.030, 5.131], [3.368, 0.199, 2.579], [1.666, 0.145, 2.961], [5.600, -0.390, 0.050], [7.218, 0.296, 1.815], [6.358, 0.915, 4.064], [1.827, -5.766, -4.189], [1.297, -4.957, -3.038], [0.728, -3.712, -3.230], [0.201, -2.953, -2.182], [-0.391, -1.617, -2.565], [0.234, -3.471, -0.884], [-0.251, -2.556, 0.799], [-1.094, -0.927, 0.467], [-2.448, -0.819, 0.138], [-3.103, -1.654, -0.770], [-4.435, -1.453, -1.091], [-5.159, -0.416, -0.514], [-4.529, 0.410, 0.404], [-3.198, 0.204, 0.733], [-1.794, -3.528, 1.545], [-2.090, -3.127, 2.861], [-1.314, -2.054, 3.584], [-3.157, -3.709, 3.536], [-3.948, -4.685, 2.951], [-5.104, -5.305, 3.687], [-3.643, -5.068, 1.656], [-2.587, -4.513, 0.936], [-2.400, -5.062, -0.458], [0.870, -4.714, -0.663], [1.028, -5.308, 0.716], [1.372, -5.435, -1.735], [1.851, -5.179, -5.106], [1.201, -6.643, -4.369], [2.837, -6.124, -3.986], [0.689, -3.298, -4.233], [0.158, -1.201, -3.410], [-0.369, -0.881, -1.766], [-1.435, -1.717, -2.870], [-2.555, -2.465, -1.227], [-4.914, -2.117, -1.800], [-6.199, -0.265, -0.767], [-5.080, 1.211, 0.882], [-2.729, 0.827, 1.492], [-0.234, -2.195, 3.518], [-1.590, -2.033, 4.637], [-1.531, -1.069, 3.161], [-3.371, -3.385, 4.549], [-5.175, -4.922, 4.704], [-4.999, -6.390, 3.740], [-6.046, -5.092, 3.180], [-4.253, -5.824, 1.171], [-3.375, -5.227, -0.917], [-1.890, -6.028, -0.421], [-1.818, -4.423, -1.112], [0.075, -5.644, 1.128], [1.444, -4.588, 1.425], [1.699, -6.166, 0.680], [1.848, -6.391, -1.544], [2.803, 3.809, 2.538], [1.494, 3.997, 1.791], [1.421, 5.388, 1.176], [0.300, 3.755, 2.706], [1.476, 2.977, 0.749], [0.791, 3.065, -0.776], [0.841, 1.531, -1.218], [1.407, 4.160, -1.789], [2.602, 4.189, -2.593], [3.183, 2.793, -2.773], [2.185, 4.776, -3.933], [3.601, 5.096, -1.890], [-0.765, 3.450, -0.369], [-1.916, 3.706, -1.200], [-2.165, 2.504, -2.102], [-3.075, 3.912, -0.237], [-1.685, 4.968, -2.021], [2.895, 4.554, 3.330], [3.647, 3.921, 1.854], [2.841, 2.819, 2.989], [1.479, 6.133, 1.971], [0.484, 5.535, 0.638], [2.249, 5.555, 0.488], [0.261, 4.521, 3.481], [0.392, 2.784, 3.198], [-0.627, 3.802, 2.131], [2.453, 2.120, -3.219], [3.488, 2.369, -1.814], [4.060, 2.848, -3.420], [1.448, 4.130, -4.412], [3.046, 4.871, -4.595], [1.743, 5.763, -3.790], [3.877, 4.677, -0.921], [3.172, 6.087, -1.737], [4.507, 5.198, -2.489], [-2.293, 1.597, -1.507], [-1.328, 2.352, -2.787], [-3.071, 2.654, -2.691], [-3.250, 3.007, 0.346], [-3.988, 4.149, -0.784], [-2.853, 4.735, 0.444], [-0.830, 4.854, -2.685], [-1.503, 5.821, -1.365], [-2.570, 5.182, -2.623]]}

***

Entry 2:
{"formula": "C39H73F3N11O16P3", "method": "ωB97M-V/def2-TZVPD", "homo_lumo_gap_ha": 0.2818, "total_energy_ha": -4659.6150, "lumo_ev": -0.678, "max_force_ev_per_a": 3.236, "homo_energy_ev": -8.3, "species": ["C", "N", "C", "P", "O", "N", "C", "C", "N", "C", "C", "H", "H", "H", "H", "H", "H", "H", "H", "H", "H", "H", "H", "H", "H", "H", "H", "H", "H", "C", "N", "C", "P", "O", "N", "C", "C", "N", "C", "C", "H", "H", "H", "H", "H", "H", "H", "H", "H", "H", "H", "H", "H", "H", "H", "H", "H", "H", "C", "N", "C", "P", "O", "N", "C", "C", "N", "C", "C", "H", "H", "H", "H", "H", "H", "H", "H", "H", "H", "H", "H", "H", "H", "H", "H", "H", "H", "O", "N", "O", "C", "C", "C", "C", "C", "C", "H", "H", "H", "H", "H", "O", "N", "O", "C", "C", "C", "C", "C", "C", "H", "H", "H", "H", "H", "O", "C", "O", "C", "C", "F", "O", "H", "H", "H", "O", "C", "O", "C", "C", "F", "O", "H", "H", "H", "O", "C", "O", "C", "C", "F", "O", "H", "H", "H"], "coordinates": [[-3.055, 4.253, -0.877], [-3.590, 4.455, 0.474], [-3.949, 3.216, 1.158], [-3.753, 5.947, 1.233], [-3.439, 6.966, 0.258], [-5.230, 6.280, 1.907], [-5.738, 5.450, 2.947], [-6.301, 6.821, 1.036], [-2.740, 5.630, 2.603], [-1.516, 4.861, 2.356], [-2.676, 6.649, 3.624], [-2.138, 3.723, -0.837], [-2.928, 5.124, -1.451], [-3.800, 3.626, -1.426], [-3.655, 3.249, 2.202], [-3.310, 2.393, 0.767], [-5.039, 2.974, 1.081], [-4.868, 4.958, 3.386], [-6.294, 6.023, 3.713], [-6.429, 4.650, 2.587], [-6.908, 5.997, 0.620], [-6.965, 7.479, 1.670], [-5.936, 7.454, 0.176], [-0.966, 5.204, 1.491], [-0.808, 4.932, 3.197], [-1.683, 3.782, 2.338], [-1.715, 6.672, 4.181], [-3.530, 6.559, 4.264], [-2.840, 7.626, 3.176], [-6.380, 0.199, 0.331], [-5.201, -0.588, 0.760], [-4.081, -0.625, -0.157], [-5.081, -1.050, 2.323], [-5.798, -0.133, 3.251], [-5.780, -2.557, 2.371], [-5.879, -3.391, 1.197], [-5.992, -3.332, 3.629], [-3.516, -1.251, 2.728], [-2.688, -0.054, 2.913], [-2.634, -2.312, 2.526], [-7.097, -0.410, -0.174], [-5.971, 0.942, -0.407], [-6.824, 0.769, 1.137], [-3.184, -0.913, 0.438], [-3.933, 0.369, -0.598], [-4.233, -1.319, -1.009], [-6.877, -3.280, 0.732], [-5.153, -3.173, 0.428], [-5.819, -4.428, 1.555], [-6.894, -3.876, 3.523], [-5.162, -3.981, 3.835], [-6.084, -2.553, 4.357], [-3.266, 0.855, 3.042], [-2.139, -0.159, 3.839], [-1.991, 0.059, 2.051], [-2.088, -2.205, 1.494], [-3.114, -3.327, 2.630], [-1.847, -2.195, 3.270], [1.014, 0.436, 2.941], [2.227, 0.849, 3.644], [1.849, 1.463, 4.897], [3.823, 0.492, 3.311], [4.720, 1.433, 4.046], [4.119, -1.052, 3.748], [3.401, -2.112, 3.041], [5.380, -1.402, 4.429], [3.868, 0.478, 1.676], [4.883, -0.308, 0.893], [3.467, 1.688, 0.954], [0.538, -0.555, 3.247], [1.160, 0.563, 1.788], [0.319, 1.182, 3.261], [1.381, 0.718, 5.560], [1.228, 2.329, 4.728], [2.782, 1.804, 5.395], [3.894, -2.408, 2.087], [3.330, -2.919, 3.714], [2.369, -1.842, 2.882], [6.189, -0.683, 4.236], [5.138, -1.421, 5.487], [5.717, -2.348, 4.064], [4.444, -1.001, 0.152], [5.502, 0.458, 0.406], [5.426, -0.978, 1.566], [2.759, 2.255, 1.576], [3.099, 1.541, -0.041], [4.322, 2.352, 0.796], [6.725, -1.553, -3.009], [6.395, -0.874, -3.956], [6.596, -1.161, -5.122], [5.630, 0.424, -3.714], [5.757, 1.084, -2.505], [5.137, 2.315, -2.286], [4.322, 2.849, -3.254], [4.186, 2.194, -4.453], [4.869, 0.999, -4.731], [6.323, 0.675, -1.708], [5.283, 2.807, -1.367], [3.933, 3.824, -3.007], [3.596, 2.671, -5.223], [4.827, 0.531, -5.713], [-1.013, 1.688, 0.495], [-0.066, 1.867, -0.245], [0.337, 2.981, -0.453], [0.512, 0.626, -0.993], [0.173, -0.636, -0.628], [0.785, -1.732, -1.252], [1.635, -1.561, -2.315], [1.883, -0.233, -2.734], [1.404, 0.850, -2.041], [-0.497, -0.878, 0.255], [0.568, -2.768, -0.898], [1.939, -2.398, -2.921], [2.436, -0.051, -3.609], [1.551, 1.884, -2.358], [3.418, -4.282, -3.571], [4.161, -4.251, -4.495], [4.260, -3.246, -5.346], [5.043, -3.668, -6.517], [5.813, -4.899, -5.893], [7.038, -4.487, -5.348], [4.990, -5.281, -4.906], [4.357, -3.958, -7.327], [5.663, -2.833, -6.751], [6.006, -5.792, -6.524], [1.137, -0.020, -5.981], [0.277, -0.826, -5.765], [0.134, -2.085, -6.406], [-0.919, -2.716, -5.723], [-1.462, -1.768, -4.623], [-1.018, -2.227, -3.390], [-0.692, -0.631, -4.815], [-1.707, -2.886, -6.433], [-0.575, -3.633, -5.194], [-2.505, -1.596, -4.502], [1.595, -8.942, 0.737], [1.765, -7.897, 0.190], [1.113, -7.520, -0.928], [1.578, -6.236, -1.370], [2.564, -5.822, -0.318], [2.020, -4.828, 0.496], [2.681, -6.938, 0.526], [1.913, -6.250, -2.452], [0.757, -5.548, -1.396], [3.521, -5.396, -0.582]]}

***

Entry 3:
{"formula": "C22H27N5O4", "method": "ωB97M-V/def2-TZVPD", "homo_lumo_gap_ha": 0.2775, "total_energy_ha": -1429.3198, "lumo_ev": -0.456, "max_force_ev_per_a": 1.024, "relative_energy_kcal_mol": 31.05, "homo_energy_ev": -8.0, "species": ["H", "N", "C", "C", "C", "O", "N", "C", "C", "C", "C", "C", "O", "C", "C", "C", "O", "N", "C", "C", "C", "C", "C", "C", "N", "C", "N", "C", "C", "C", "O", "C", "H", "H", "H", "H", "H", "H", "H", "H", "H", "H", "H", "H", "H", "H", "H", "H", "H", "H", "H", "H", "H", "H", "H", "H", "H", "H"], "coordinates": [[0.859, -2.172, -1.384], [1.304, -1.272, -1.265], [0.546, -0.275, -1.022], [1.105, 1.047, -0.795], [2.570, 1.360, -0.876], [2.977, 2.485, -0.626], [3.365, 0.355, -1.280], [4.795, 0.467, -1.204], [5.347, -0.198, 0.080], [6.787, 0.257, 0.356], [6.579, 1.544, 1.168], [5.110, 1.456, 1.632], [4.624, 0.188, 1.224], [0.294, 2.081, -0.448], [-1.103, 1.915, -0.306], [-1.947, 3.000, 0.091], [-1.618, 4.139, 0.340], [-3.342, 2.642, 0.192], [-4.212, 3.615, 0.577], [-5.538, 3.365, 0.702], [-6.024, 2.070, 0.426], [-5.171, 1.079, 0.037], [-5.618, -0.311, -0.271], [-3.776, 1.368, -0.090], [-2.968, 0.405, -0.464], [-1.655, 0.657, -0.570], [-0.856, -0.372, -0.956], [-1.512, -1.634, -1.253], [-1.640, -2.509, -0.006], [-2.354, -3.826, -0.329], [-2.748, -4.554, 0.807], [-1.691, -5.153, 1.517], [2.922, -0.562, -1.342], [5.032, 1.533, -1.198], [5.251, -0.006, -2.078], [5.242, -1.285, -0.001], [7.302, -0.495, 0.953], [7.346, 0.422, -0.562], [6.732, 2.429, 0.552], [7.262, 1.595, 2.014], [5.002, 1.504, 2.717], [4.504, 2.249, 1.178], [0.727, 3.054, -0.264], [-3.750, 4.573, 0.767], [-6.210, 4.148, 1.008], [-7.079, 1.866, 0.527], [-5.398, -0.548, -1.310], [-6.684, -0.422, -0.094], [-5.070, -1.022, 0.344], [-0.956, -2.151, -2.041], [-2.508, -1.397, -1.631], [-0.650, -2.706, 0.412], [-2.224, -1.968, 0.742], [-1.716, -4.449, -0.976], [-3.286, -3.612, -0.861], [-1.066, -5.765, 0.855], [-2.153, -5.793, 2.267], [-1.059, -4.413, 2.019]]}

***

Entry 4:
{"formula": "C5H8O", "method": "ωB97M-V/def2-TZVPD", "homo_lumo_gap_ha": 0.3711, "total_energy_ha": -270.4876, "lumo_ev": 1.003, "max_force_ev_per_a": 0.301, "relative_energy_kcal_mol": 44.13, "homo_energy_ev": -9.1, "species": ["O", "C", "C", "C", "C", "C", "H", "H", "H", "H", "H", "H", "H", "H"], "coordinates": [[-1.837, -0.955, 0.482], [-0.701, -0.207, 0.212], [0.467, -0.167, 1.188], [1.444, -0.174, -0.027], [0.246, -0.261, -0.971], [-0.650, 0.935, -0.747], [-2.608, -0.453, 0.195], [0.525, -1.099, 1.758], [0.513, 0.684, 1.878], [2.081, -1.062, -0.050], [2.071, 0.718, -0.145], [0.169, -0.863, -1.872], [-1.492, 1.002, -1.435], [-0.227, 1.903, -0.466]]}